[1]
Computed, not measured: a structure of composition C30H47ClGeN6O2PSiSr at a distorted geometry, with ωB97M-V with the def2-TZVPD basis set.

Each line ends with the Löwdin charge.
Atoms and positions in Å:
1 Sr -1.556 0.844 0.038  1.507
2 C -2.902 1.720 -6.031  -0.018
3 N -2.638 0.857 -4.855  -0.117
4 C -2.541 -0.532 -4.857  -0.039
5 C -2.286 -0.887 -3.562  -0.103
6 N -2.256 0.266 -2.738  0.011
7 C -2.508 1.312 -3.550  -0.459
8 P -3.085 2.956 -3.011  1.135
9 C -1.481 3.397 -2.345  -0.430
10 N -0.760 2.894 -1.281  -0.075
11 C 0.302 3.724 -1.108  -0.147
12 C 0.273 4.766 -1.981  -0.041
13 N -0.832 4.566 -2.789  -0.113
14 C -1.397 5.475 -3.768  -0.044
15 C -4.153 3.004 -1.483  -0.390
16 N -3.694 2.482 -0.318  -0.028
17 C -4.823 2.178 0.408  -0.136
18 C -5.954 2.436 -0.285  -0.045
19 N -5.560 3.043 -1.458  -0.109
20 C -6.457 3.270 -2.615  -0.018
21 H -2.741 1.161 -6.930  0.085
22 H -2.200 2.542 -6.030  0.076
23 H -3.926 2.122 -6.017  0.090
24 H -2.708 -1.235 -5.655  0.126
25 H -2.046 -1.840 -3.152  0.084
26 H 1.079 3.499 -0.400  0.099
27 H 0.937 5.661 -1.980  0.145
28 H -1.384 5.026 -4.748  0.079
29 H -0.883 6.429 -3.793  0.098
30 H -2.449 5.674 -3.581  0.074
31 H -4.748 1.739 1.383  0.106
32 H -6.988 2.220 -0.023  0.138
33 H -5.890 3.359 -3.584  0.078
34 H -6.989 4.199 -2.456  0.088
35 H -7.138 2.397 -2.752  0.108
36 Cl -2.145 -3.254 6.542  0.729
37 C -1.620 -2.225 5.338  -0.734
38 C -0.250 -1.801 5.237  -0.050
39 C 0.119 -1.034 4.151  -0.008
40 C -0.789 -0.784 3.072  -0.353
41 O -0.503 0.019 2.104  -0.244
42 C -2.182 -1.260 3.183  -0.130
43 C -3.189 -0.983 2.213  -0.181
44 O -2.976 -0.596 1.028  -0.295
45 C -2.543 -1.958 4.361  -0.090
46 H 0.349 -2.018 6.120  0.111
47 H 1.147 -0.692 4.089  0.109
48 H -4.232 -1.117 2.537  0.135
49 H -3.511 -2.424 4.502  0.107
50 C 0.679 -4.336 1.586  -0.213
51 Si 1.101 -3.673 -0.116  0.415
52 C -0.396 -2.683 -0.771  -0.210
53 C 1.433 -5.113 -1.297  -0.240
54 H 0.067 -5.255 1.495  0.043
55 H 0.099 -3.597 2.150  0.014
56 H 1.611 -4.519 2.122  0.013
57 H -1.144 -3.304 -1.257  0.031
58 H -0.027 -1.933 -1.481  0.010
59 H -0.833 -2.102 0.068  0.005
60 H 0.594 -5.780 -1.350  0.010
61 H 2.369 -5.698 -1.142  0.042
62 H 1.472 -4.677 -2.326  0.034
63 C 4.984 -1.756 4.821  -0.121
64 C 4.753 -1.583 3.320  -0.246
65 C 4.183 -2.888 2.670  -0.290
66 C 4.507 -3.068 1.206  -0.350
67 Ge 3.134 -2.418 -0.052  0.847
68 C 2.694 -0.510 0.292  -0.357
69 C 3.700 0.550 -0.182  -0.295
70 C 3.870 1.674 0.810  -0.293
71 C 4.984 2.676 0.496  -0.105
72 H 5.615 -0.977 5.255  0.066
73 H 5.431 -2.725 5.150  0.081
74 H 4.039 -1.721 5.406  0.071
75 H 5.657 -1.243 2.825  0.101
76 H 4.008 -0.811 3.228  0.074
77 H 3.111 -2.869 2.828  0.073
78 H 4.472 -3.755 3.243  0.099
79 H 4.810 -4.086 0.880  0.071
80 H 5.409 -2.472 1.083  0.051
81 H 3.571 -2.622 -1.505  -0.047
82 H 2.326 -0.402 1.329  0.058
83 H 1.796 -0.351 -0.291  0.019
84 H 3.308 1.015 -1.123  0.116
85 H 4.661 0.084 -0.476  0.102
86 H 3.914 1.312 1.828  0.095
87 H 2.945 2.235 0.749  0.084
88 H 5.972 2.157 0.393  0.087
89 H 5.073 3.356 1.353  0.070
90 H 4.752 3.273 -0.383  0.065

Force components x, y, z for each atom (eV/Å):
Sr 0.777 -0.014 -0.377
C -0.344 -0.047 0.873
N -0.768 0.039 -0.176
C 0.214 0.765 1.290
C 0.257 2.179 0.868
N -0.248 -0.419 -1.186
C -0.783 -2.696 0.300
P 0.032 1.045 -0.653
C 2.531 1.917 1.888
N -1.073 0.686 -2.196
C -0.023 -0.295 -0.048
C -0.008 0.872 -0.452
N -0.506 -0.937 1.450
C -0.320 0.192 -0.262
C -0.128 -1.860 0.768
N -1.417 0.353 -0.790
C 1.025 -0.215 0.273
C -0.283 0.815 -0.552
N 1.265 -1.255 -0.985
C 0.461 -0.488 -0.732
H 0.005 -0.430 -0.380
H 0.118 0.191 0.047
H 0.342 -0.226 0.034
H 0.192 0.569 -0.548
H -0.094 -0.430 0.121
H 0.003 0.077 0.264
H -0.805 -0.988 -0.496
H 0.321 -0.114 -0.426
H 0.301 -0.086 0.134
H -0.005 0.018 0.383
H 0.001 -0.066 0.185
H 0.304 0.378 -0.203
H -0.250 -0.015 1.205
H -0.315 -0.012 -0.051
H 0.415 0.791 0.367
Cl -0.187 -1.147 1.934
C 0.681 0.748 -1.875
C -1.745 0.433 -0.090
C 0.233 -1.019 0.404
C -1.480 1.215 -0.683
O 0.415 -0.425 0.055
C 0.822 0.136 0.436
C 0.931 0.011 -0.650
O -1.315 -0.751 1.548
C 0.572 -0.107 -0.020
H 0.367 0.109 -0.517
H -0.178 0.204 -0.211
H 0.069 -0.186 -0.078
H -0.187 0.320 -0.256
C -0.470 -0.077 -0.182
Si -0.003 -0.505 0.245
C 0.647 0.742 0.424
C 0.696 0.700 -0.953
H 0.411 0.365 0.220
H 0.101 -0.090 0.031
H -0.136 -0.295 0.141
H -0.141 -0.033 0.073
H -0.081 -0.129 -0.228
H -0.004 -0.505 -0.258
H -0.496 -0.586 0.253
H -0.686 0.501 0.036
H 0.262 -0.261 0.607
C -0.166 -0.573 1.237
C -0.346 -1.269 0.421
C -0.420 0.455 0.684
C 0.656 -0.017 -0.789
Ge -0.485 0.272 0.323
C -0.300 -0.217 -0.180
C 0.223 -0.204 -0.780
C 0.017 0.662 -0.432
C 0.653 -0.653 0.818
H -0.022 0.071 -0.193
H -0.087 0.579 -0.697
H 0.305 0.070 -0.510
H 0.199 -0.089 -0.135
H -0.187 0.537 -0.363
H -0.512 0.090 0.048
H 0.564 -0.284 0.241
H -0.371 0.391 0.494
H 0.185 0.060 -0.639
H 0.378 0.234 -0.265
H 0.537 0.066 -0.238
H -0.562 -0.088 -0.217
H 0.399 -0.473 0.511
H -0.240 0.279 0.339
H 0.328 -0.217 0.261
H -0.506 0.230 0.305
H -0.791 0.515 -0.136
H 0.089 0.013 -0.281
H 0.172 -0.101 -0.175

Values from the calculation:
HOMO-LUMO gap: 6.6 eV
energy above the lowest of the compared OMol25 structures with the same formula, charge and spin: 0.0 kcal per mole
highest occupied orbital energy: -0.352 Eh
total charge: +1



[2]
Computed, not measured: a structure of composition C4H4O2 at a distorted geometry, with ωB97M-V with the def2-TZVPD basis set.

Each line ends with the Löwdin charge.
Atoms and positions in Å:
1 C -0.602 -0.649 1.298  0.036
2 C 0.620 -0.451 0.732  -0.140
3 C -0.273 1.244 -1.335  -0.068
4 C 0.879 -0.313 -0.680  -0.274
5 O -0.592 2.348 -0.869  -0.001
6 O 1.489 -0.892 -1.510  0.116
7 H -0.722 -0.692 2.455  0.104
8 H -1.407 -0.929 0.599  0.071
9 H 1.388 -0.367 1.432  0.085
10 H -0.779 0.701 -2.121  0.073

Force components x, y, z for each atom (eV/Å):
C 1.062 -0.442 0.081
C -2.467 -0.738 1.553
C 0.190 1.228 3.117
C -1.525 2.867 -1.397
O 1.557 -4.075 -1.704
O -0.074 -0.082 0.434
H 0.128 0.017 -2.495
H -0.097 0.469 0.850
H 1.714 0.399 0.657
H -0.489 0.356 -1.097

Values from the calculation:
HOMO-LUMO gap: 8.5 eV
energy above the lowest of the compared OMol25 structures with the same formula, charge and spin: 71.4 kcal per mole
highest occupied orbital energy: -0.313 Eh



[3]
Computed, not measured: a cluster of 2 separate species, C4H9ClN in total at a distorted geometry, with ωB97M-V with the def2-TZVPD basis set.

Each line ends with the Löwdin charge.
Atoms and positions in Å:
1 C -0.687 0.949 -0.819  -0.095
2 C -1.662 0.931 0.306  -0.014
3 C -0.021 -0.791 0.747  -0.016
4 C 1.846 -1.231 -0.477  -0.442
5 N -0.318 0.514 0.504  -0.200
6 Cl 1.928 0.104 -1.507  0.676
7 H -0.608 0.284 -1.631  0.102
8 H -0.462 1.990 -0.950  0.131
9 H -1.862 1.756 0.980  0.150
10 H -2.363 0.094 0.200  0.147
11 H 0.415 -0.835 1.789  0.130
12 H -0.820 -1.446 0.546  0.088
13 H 1.673 -2.170 -1.065  0.058
14 H 2.638 -1.296 0.301  0.054
15 H 0.303 1.147 1.075  0.230

Force components x, y, z for each atom (eV/Å):
C -1.108 3.437 0.708
C -2.123 -1.007 -0.488
C 5.236 -3.188 1.118
C -2.304 -1.085 1.785
N 2.625 2.082 1.077
Cl 0.851 0.698 -0.528
H -0.428 -0.760 -0.463
H 0.922 0.043 -0.830
H -0.674 0.311 -0.846
H 0.111 0.501 0.881
H -0.701 -0.611 -1.292
H -0.631 -0.942 -0.318
H -0.026 0.896 0.959
H -0.759 0.170 -0.670
H -0.992 -0.544 -1.090

Values from the calculation:
HOMO-LUMO gap: 10.0 eV
energy above the lowest of the compared OMol25 structures with the same formula, charge and spin: 77.2 kcal per mole
highest occupied orbital energy: -0.502 Eh
total charge: +1



[4]
Computed, not measured: a cluster of 2 separate species, C5H11N2 in total at a distorted geometry, with ωB97M-V with the def2-TZVPD basis set.

Each line ends with the Löwdin charge.
Atoms and positions in Å:
1 C -2.802 -1.014 -0.215  0.082
2 C 1.928 -1.276 -0.402  -0.076
3 C -2.437 0.107 -0.443  0.009
4 C 1.414 0.109 -0.637  -0.068
5 C 0.463 0.711 0.066  -0.384
6 N -0.124 1.945 -0.175  0.092
7 N -0.193 0.015 1.196  0.225
8 H -3.110 -1.998 -0.005  0.048
9 H 2.541 -1.580 -1.242  0.087
10 H 2.560 -1.311 0.487  0.092
11 H 1.126 -2.006 -0.296  0.081
12 H -2.215 1.094 -0.737  0.041
13 H 1.865 0.658 -1.448  0.123
14 H 0.207 2.385 -1.025  0.119
15 H -0.121 2.604 0.594  0.113
16 H -0.220 0.595 2.042  0.180
17 H 0.308 -0.860 1.386  0.156
18 H -1.191 -0.179 0.855  0.082

Force components x, y, z for each atom (eV/Å):
C 0.299 0.685 -0.052
C -0.014 0.009 0.068
C -1.075 -0.756 -0.434
C -0.302 -0.036 0.356
C 0.778 0.135 -0.137
N -0.212 0.312 0.007
N -0.021 0.069 -0.372
H -0.191 -0.562 0.130
H 0.019 -0.153 -0.025
H 0.076 -0.079 0.038
H -0.019 -0.140 -0.024
H 0.173 0.463 -0.061
H -0.038 0.240 -0.056
H 0.006 -0.022 0.103
H 0.119 0.017 -0.021
H 0.053 -0.194 -0.114
H -0.243 0.186 0.097
H 0.593 -0.172 0.497

Values from the calculation:
HOMO-LUMO gap: 10.0 eV
energy above the lowest of the compared OMol25 structures with the same formula, charge and spin: 63.4 kcal per mole
highest occupied orbital energy: -0.485 Eh
total charge: +1



[5]
Computed, not measured: the molecule C6H10O, with ωB97M-V with the def2-TZVPD basis set.

Each line ends with the Löwdin charge.
Atoms and positions in Å:
1 C 2.098 0.403 0.438  -0.097
2 O 1.110 -0.454 0.971  -0.117
3 C 0.388 -1.086 -0.034  -0.315
4 C -0.251 -0.326 -1.141  -0.165
5 C -0.871 0.988 -0.658  -0.137
6 C -1.741 0.207 0.351  -0.129
7 C -1.094 -1.103 -0.088  -0.137
8 H 3.041 -0.119 0.235  0.090
9 H 2.256 1.195 1.174  0.093
10 H 1.740 0.842 -0.499  0.076
11 H 0.820 -2.031 -0.380  0.156
12 H 0.011 -0.517 -2.179  0.130
13 H -1.459 1.466 -1.446  0.108
14 H -0.196 1.736 -0.228  0.100
15 H -2.795 0.229 0.059  0.108
16 H -1.646 0.477 1.407  0.108
17 H -1.633 -2.045 -0.127  0.129

Force components x, y, z for each atom (eV/Å):
C 0.145 0.207 0.050
O -0.204 0.151 0.067
C -0.112 -0.113 -0.227
C 0.108 0.046 -0.317
C 0.016 0.129 -0.039
C -0.108 0.019 0.124
C -0.173 -0.242 0.099
H -0.094 -0.020 0.107
H 0.162 -0.069 -0.108
H 0.217 0.060 0.132
H 0.022 0.171 0.134
H -0.246 -0.166 0.136
H 0.041 -0.061 0.165
H -0.044 -0.181 -0.114
H 0.144 0.017 0.137
H 0.013 -0.077 -0.122
H 0.113 0.130 -0.223

Values from the calculation:
HOMO-LUMO gap: 10.6 eV
energy above the lowest of the compared OMol25 structures with the same formula, charge and spin: 44.9 kcal per mole
highest occupied orbital energy: -0.348 Eh
structure (SMILES): CO[C@@H]1[C@@H]2CC[C@@H]21



[6]
Computed, not measured: the ion C6H12NO with charge -2 at a distorted geometry, with ωB97M-V with the def2-TZVPD basis set.

Each line ends with the Löwdin spin population.
Atoms and positions in Å:
1 C -2.617 1.007 0.857  0.000
2 O -3.602 1.928 0.977  0.002
3 C -1.535 1.523 -0.094  0.007
4 C -0.140 0.818 0.225  0.034
5 C 0.947 0.794 -0.791  0.250
6 C 1.407 -0.581 -1.210  0.128
7 N 2.016 -1.919 -1.131  0.408
8 C 2.115 -2.308 0.262  0.038
9 H -3.109 -0.027 0.562  0.000
10 H -2.151 0.709 1.893  0.000
11 H -1.527 2.609 0.070  0.000
12 H -1.761 1.286 -1.146  0.000
13 H -0.532 -0.143 0.585  0.005
14 H 0.188 1.217 1.244  0.009
15 H 1.728 1.518 -0.901  0.024
16 H 0.575 -1.335 -1.118  0.055
17 H 1.408 0.000 -2.160  0.018
18 H 1.355 -1.817 0.951  0.007
19 H 2.124 -3.431 0.423  -0.002
20 H 3.111 -1.847 0.502  0.018

Force components x, y, z for each atom (eV/Å):
C -1.659 -0.390 0.931
O -0.433 0.093 0.356
C 1.659 -1.075 0.183
C -1.047 1.694 2.270
C -0.349 -2.495 2.635
C -1.965 1.601 -2.479
N 2.053 -0.611 0.532
C 0.289 0.506 0.143
H 1.128 0.842 -0.260
H 0.014 0.417 -0.997
H 0.108 -0.201 -0.240
H -0.137 0.236 0.219
H 0.738 -0.536 -0.761
H -0.221 0.200 -0.725
H 0.031 0.951 -0.164
H -1.745 1.324 -0.460
H 1.311 -2.316 -1.451
H 0.534 -0.633 -0.544
H 0.073 1.051 -0.129
H -0.385 -0.657 0.939

Values from the calculation:
HOMO-LUMO gap (alpha / beta): 5.1 / 4.5 eV
energy above the lowest of the compared OMol25 structures with the same formula, charge and spin: 111.4 kcal per mole
2S+1: 2
highest occupied orbital energy (alpha / beta): 0.058 / 0.082 Eh
total charge: -2